Entry 1:
The following is a quantum chemistry calculation of C6H7ClF2N2O2 in the gas phase in a non-equilibrium geometry, from the OMol25 dataset.

Geometry as XYZ:
```
20
Properties=species:S:1:pos:R:3:forces:R:3:nbo_charge:R:1
C 1.233186 2.006056 0.736354 -1.0 1.8 0.0 -0.42
N 0.662324 1.041922 -0.177351 1.8 1.2 0.0 -0.48
C 1.321052 1.111613 -1.397591 -0.9 0.5 0.5 0.65
O 2.187057 1.926252 -1.589909 0.0 -0.5 -0.4 -0.53
C 0.777403 0.265285 -2.523943 1.8 -1.0 2.0 0.06
F 1.819590 0.176192 -3.368156 0.4 -1.1 -1.1 -0.30
C 0.212037 -1.068594 -2.004823 -1.6 0.9 3.6 0.48
F -0.748998 -1.481916 -2.799333 -0.5 -0.9 -1.2 -0.31
Cl 1.413279 -2.336975 -1.709286 -0.2 0.4 -0.2 0.01
N -0.625935 -0.786502 -0.589711 2.1 0.6 -4.0 -0.48
C -1.534430 -1.767717 -0.129260 1.7 -2.2 3.3 -0.43
C 0.013321 -0.027123 0.349835 -0.7 -1.8 -1.6 0.78
O -0.059047 -0.312181 1.501501 0.0 0.6 2.1 -0.58
H 1.293150 2.878813 0.014826 0.4 -0.4 1.8 0.23
H 0.512867 2.224740 1.577377 1.0 -0.4 -0.9 0.23
H 2.219185 1.674067 1.076427 -0.2 0.4 0.1 0.21
H 0.031265 0.791671 -3.005925 -2.0 1.0 -0.9 0.21
H -2.370383 -1.295423 0.413527 0.0 -0.3 -0.8 0.23
H -1.719644 -2.481362 -0.890485 -1.0 -0.2 -0.8 0.22
H -1.011887 -2.448441 0.712615 -1.0 1.4 -1.6 0.20
```
Forces are in eV/Å.

E	-31367.3079	eV
orbital gap	10.32	eV
total charge	0
2S+1	1
relative energy (zero: lowest compared OMol25 entry of this formula, charge and spin)	0.0	kcal per mole
E_HOMO	-9.864	eV
SMILES string	CN1C(=O)[C@@H](F)[C@@](F)(Cl)N(C)C1=O


Entry 2:
The following is a quantum chemistry calculation of C7H10O in the gas phase in a non-equilibrium geometry, from the OMol25 dataset.

Geometry as XYZ:
```
18
Properties=species:S:1:pos:R:3:forces:R:3:nbo_charge:R:1
C -1.759159 -1.273614 -0.477294 -6.2 -5.9 -2.6 -0.37
C -0.866116 -0.472045 -0.188523 5.4 0.8 1.5 -0.10
C -1.048958 0.824778 0.421842 0.0 5.1 0.6 -0.43
C 0.438119 1.627784 -0.004895 1.5 -9.0 2.4 -0.39
C 0.572624 0.622214 -1.165002 1.0 1.4 -1.8 0.05
O 1.309879 -0.537249 -1.437674 1.3 0.2 -1.4 -0.41
C 0.627644 -0.703369 -0.285133 -2.9 -1.5 -0.2 0.20
C 1.427553 -1.065859 0.885871 2.3 5.1 1.3 -0.66
H -2.740540 -0.733058 -0.523110 0.2 -1.6 0.0 0.19
H -1.622867 -2.445765 -0.742750 -0.4 3.2 0.5 0.22
H -1.934518 1.539629 0.054856 1.8 -1.8 0.5 0.22
H -1.200432 0.735002 1.491416 0.1 0.1 0.3 0.22
H 1.411266 1.495922 0.604587 -2.2 0.8 -0.3 0.22
H 0.250775 2.473047 -0.367859 -1.2 7.4 -2.4 0.18
H -0.094156 0.859916 -2.096230 0.6 -0.7 2.1 0.19
H 1.943373 -1.956323 1.078279 0.5 -1.7 -0.9 0.24
H 2.217886 -0.200299 0.893136 -0.3 -1.8 -0.1 0.20
H 1.067623 -0.790715 1.858475 -1.4 -0.1 0.4 0.23
```
Forces are in eV/Å.

E	-9460.4811	eV
orbital gap	8.59	eV
total charge	0
2S+1	1
relative energy (zero: lowest compared OMol25 entry of this formula, charge and spin)	186.3	kcal per mole
E_HOMO	-7.624	eV
SMILES string	C=C1CC[C@H]2O[C@]12C


Entry 3:
The following is a quantum chemistry calculation of 2 unconnected molecules or ions with the total composition C8H9N2O in a non-equilibrium geometry, from the OMol25 dataset.

Geometry as XYZ:
```
20
Properties=species:S:1:pos:R:3:forces:R:3:nbo_charge:R:1
C -2.855046 0.887964 0.838704 2.3 -2.6 -1.8 -0.20
C -1.823040 1.601921 0.206690 0.2 0.8 0.1 -0.03
C -2.722301 -0.495818 0.895106 -0.5 -0.1 2.2 -0.14
C -0.695669 0.984507 -0.395257 0.8 0.5 -0.8 -0.33
C -1.551145 -1.211049 0.412305 -0.6 2.0 0.2 0.05
C -0.590875 -0.348346 -0.126408 0.0 1.1 -0.7 0.33
C -2.123235 -3.531674 0.406892 2.6 -1.7 0.9 0.07
C 4.984740 1.220078 -0.992728 0.3 -1.4 1.4 -0.53
N -1.392712 -2.518057 0.503625 -0.2 -0.3 -0.2 -0.26
N 3.595179 1.627788 -1.166817 -0.9 1.1 -2.9 0.14
O 2.696352 1.569667 -0.375569 1.4 -1.1 0.9 -0.31
H -3.768760 1.336266 1.009699 -1.6 1.0 1.0 0.25
H -1.831226 2.696537 0.282517 0.0 -0.4 -0.3 0.25
H -3.451726 -1.069244 1.526420 0.5 0.3 -1.2 0.25
H 0.060494 1.641011 -0.977123 -1.1 -1.4 1.3 0.31
H -3.130732 -3.581252 0.107787 -1.2 0.2 -0.8 0.21
H -1.564186 -4.480212 0.651939 -1.1 0.8 0.0 0.23
H 5.302057 2.080543 -0.447705 0.6 0.6 1.2 0.25
H 5.606843 1.340501 -1.883339 -1.0 -0.3 -0.5 0.24
H 5.254983 0.248865 -0.476736 -0.6 1.1 -0.2 0.22
```
Forces are in eV/Å.

E	-13454.3185	eV
orbital gap (spin up / spin down)	5.79 / 3.49	eV
total charge	+1
2S+1	1
relative energy (zero: lowest compared OMol25 entry of this formula, charge and spin)	196.1	kcal per mole
E_HOMO (spin up / spin down)	-11.138 / -11.140	eV


Entry 4:
The following is a quantum chemistry calculation of a molecular structure, C13H19BiIN5O in a non-equilibrium geometry, from the OMol25 dataset.

Geometry as XYZ:
```
40
Properties=species:S:1:pos:R:3:forces:R:3:nbo_charge:R:1
C -3.888204 -2.217499 -0.044876 -1.9 -1.2 -0.3 -0.82
I 0.203413 -1.888581 -2.926336 1.1 -1.6 -3.6 -1.42
H -3.484315 -2.615322 -0.987858 -0.4 0.2 0.3 0.22
H -4.715134 -1.512557 -0.265073 0.1 -0.2 0.0 0.21
H -4.275547 -3.061521 0.562537 -0.2 0.0 -0.1 0.18
C 2.410134 -2.605688 2.643489 -0.3 0.6 0.0 -0.09
C 2.865227 -3.358719 1.635331 -0.2 0.3 -0.6 -0.10
N 2.142290 -2.984842 0.500516 0.0 -0.1 1.3 -0.38
C 1.207502 -2.043410 0.806891 1.0 -0.5 0.0 0.17
N 1.416596 -1.787019 2.121785 0.2 -0.6 0.0 -0.39
H 2.692598 -2.546944 3.672073 0.1 0.0 0.3 0.20
H 3.639827 -4.094973 1.613854 0.2 -0.2 -0.1 0.21
C -2.201485 3.367639 -1.695003 0.3 -0.2 0.4 -0.09
C -1.489647 1.223045 -1.503080 -0.3 0.7 -0.6 0.16
N -1.653547 2.407958 -0.853022 -0.2 0.1 -0.6 -0.38
H -2.763045 3.181535 -3.811029 0.0 0.0 -0.1 0.21
N -1.928335 1.480168 -2.768675 -0.4 0.8 0.4 -0.38
H -2.410736 4.358039 -1.350008 0.0 0.2 0.0 0.20
Bi -0.570910 -0.823543 -0.519804 -1.8 0.7 3.1 0.72
C -2.839100 -1.520280 0.659005 2.5 0.6 -2.0 0.25
O -2.787243 -1.096561 1.779250 -1.2 0.1 2.1 -0.69
C -2.372067 2.790776 -2.892076 0.2 -0.4 0.1 -0.10
C -1.933552 0.613142 -3.927522 -0.1 -0.5 -0.4 -0.48
H -1.095702 0.856863 -4.595075 -0.1 -0.1 0.2 0.21
H -2.868097 0.764462 -4.487541 0.2 -0.1 0.3 0.19
H -1.832909 -0.437813 -3.627091 -0.2 0.6 -0.2 0.26
C -1.308458 2.711120 0.520266 0.0 0.1 0.4 -0.41
H -1.787421 3.668609 0.751769 0.0 -0.1 0.1 0.18
H -0.224170 2.820102 0.655744 -0.3 -0.2 -0.1 0.24
H -1.690363 1.940627 1.205335 0.2 0.1 -0.3 0.24
C 0.745712 -0.774280 2.917572 -0.3 0.3 0.3 -0.42
H 1.033709 -0.955661 3.964559 -0.2 0.1 -0.2 0.18
H -0.353425 -0.847392 2.817381 0.5 0.1 -0.1 0.25
H 1.084891 0.240014 2.637527 -0.2 -0.5 -0.1 0.23
C 2.494657 -3.527984 -0.790126 0.1 -0.4 -0.6 -0.46
H 1.663176 -3.437807 -1.503808 0.5 -0.1 0.4 0.27
H 2.771463 -4.581751 -0.652778 -0.2 0.2 -0.1 0.18
H 3.375498 -3.010905 -1.201867 -0.4 0.0 0.1 0.20
N 2.008620 1.354128 0.167002 -0.7 -0.3 0.2 -0.60
C 1.088359 0.647185 0.016055 2.3 1.8 -0.2 -0.19
```
Forces are in eV/Å.

E	-37220.3541	eV
orbital gap (spin up / spin down)	1.86 / 2.60	eV
total charge	-2
2S+1	1
E_HOMO (spin up / spin down)	2.657 / 1.807	eV


Entry 5:
The following is a quantum chemistry calculation of C3H5ClSi in the gas phase in a non-equilibrium geometry, from the OMol25 dataset.

Geometry as XYZ:
```
10
Properties=species:S:1:pos:R:3:forces:R:3:nbo_charge:R:1
C -0.634973 0.877481 2.135746 1.8 -1.8 -1.0 -0.18
C 0.168525 0.185325 1.531960 -0.3 0.8 -0.6 -0.46
Si 0.978714 -0.610437 0.017476 -0.5 3.5 -0.9 1.09
C -0.380569 -0.166865 -1.321628 1.1 -2.1 -0.3 -0.81
Cl -0.290975 1.443598 -1.900793 0.1 1.8 -0.2 -0.03
H -1.335672 1.288882 2.775983 -0.9 0.8 0.7 0.23
H 0.914941 -1.973171 0.217979 0.4 -2.2 0.3 -0.18
H 2.322875 0.065477 -0.429180 -1.2 -0.8 0.7 -0.12
H -1.273907 -0.344056 -0.772924 -1.0 0.2 0.4 0.23
H -0.468960 -0.766233 -2.254618 0.5 -0.1 0.9 0.24
```
Forces are in eV/Å.

E	-23589.6396	eV
orbital gap	10.87	eV
total charge	0
2S+1	1
relative energy (zero: lowest compared OMol25 entry of this formula, charge and spin)	35.1	kcal per mole
E_HOMO	-9.972	eV
SMILES string	C#C[SiH2]CCl


Entry 6:
The following is a quantum chemistry calculation of a molecular structure, C39H44BrN5SSn, from the OMol25 dataset.

Geometry as XYZ:
```
91
Properties=species:S:1:pos:R:3:forces:R:3:nbo_charge:R:1
Sn -0.397452 0.548860 -0.125738 -0.1 -0.1 0.0 1.49
C -1.900997 -3.978144 -0.858044 0.0 0.0 0.0 -0.41
C -2.796221 -3.240917 0.139479 0.0 0.0 0.0 -0.39
C -2.719396 -1.706549 0.167158 0.0 0.0 0.0 -0.26
N -1.571390 -1.128363 0.868029 0.1 0.0 0.1 -0.68
C -1.448358 -1.239701 2.159350 0.0 0.0 0.0 0.22
C -2.447396 -1.863971 2.972280 0.0 0.0 0.0 -0.30
C -2.445163 -2.290274 4.277508 0.0 0.0 0.0 -0.16
C -1.452914 -2.229263 5.254695 0.0 0.0 0.0 -0.36
C -0.255055 -1.552386 5.110261 0.0 0.0 0.0 -0.13
C 0.226922 -0.788544 4.063553 0.0 0.0 0.0 -0.38
C -0.285598 -0.510048 2.767801 -0.1 0.0 -0.1 0.34
N 0.234714 0.410219 1.998736 0.0 0.0 0.0 -0.76
C 1.145081 1.409105 2.529875 0.0 0.0 0.0 -0.23
C 2.641351 1.074225 2.529001 0.0 0.0 0.0 -0.40
C 3.260992 1.118601 1.130986 0.0 0.0 0.0 -0.24
N 2.639821 0.138462 0.280074 0.0 0.0 0.0 -0.52
C 3.101040 -1.071469 0.267834 0.0 0.0 0.0 0.20
C 4.217437 -1.540186 1.048276 0.0 0.1 0.0 -0.37
C 5.047033 -2.629369 0.869529 0.0 0.0 0.0 -0.16
C 5.063805 -3.616142 -0.108559 0.0 0.0 0.0 -0.42
C 4.092467 -3.763575 -1.106875 0.0 0.0 0.0 -0.14
C 2.909097 -3.103944 -1.308928 0.0 0.0 0.0 -0.40
C 2.288732 -2.025915 -0.576106 0.0 0.1 0.0 0.32
N 1.038183 -1.729160 -0.638366 0.0 0.0 0.0 -0.55
C 0.105840 -2.517669 -1.408786 0.0 0.0 0.0 -0.25
C -0.405551 -3.745332 -0.642963 0.0 0.0 0.0 -0.40
H -2.126249 -5.045665 -0.756980 0.0 0.0 0.0 0.19
H -2.186838 -3.697611 -1.876362 0.0 0.0 0.0 0.23
H -3.836176 -3.488966 -0.096219 0.0 0.0 0.0 0.21
H -2.595032 -3.632094 1.141088 0.0 0.0 0.0 0.19
H -2.707591 -1.323499 -0.855807 0.0 0.0 0.0 0.25
H -3.639873 -1.310394 0.614276 0.0 0.0 0.0 0.19
H -3.371665 -2.054320 2.444463 0.0 0.0 0.0 0.21
H -3.371253 -2.769780 4.586328 0.0 0.0 0.0 0.19
H -1.647872 -2.717086 6.202009 0.0 0.0 0.0 0.19
H 0.410981 -1.594529 5.968935 0.0 0.0 0.0 0.19
H 1.188901 -0.334437 4.254562 0.0 0.0 0.0 0.20
H 1.005716 2.314025 1.924063 0.0 0.0 0.0 0.20
H 0.830565 1.662231 3.551372 0.0 0.0 0.0 0.19
H 3.147869 1.802398 3.175340 0.0 0.0 0.0 0.19
H 2.799789 0.083829 2.960364 0.0 0.0 0.0 0.21
H 3.064000 2.111332 0.706032 0.0 0.0 0.0 0.18
H 4.354376 1.011015 1.200294 0.0 0.0 0.0 0.17
H 4.485658 -0.907024 1.884744 0.0 0.0 0.0 0.18
H 5.845884 -2.700905 1.607243 0.0 0.0 0.0 0.18
H 5.876403 -4.333579 -0.088135 0.0 0.0 0.0 0.18
H 4.280717 -4.568144 -1.816495 0.0 0.0 0.0 0.18
H 2.304235 -3.486389 -2.122803 0.0 0.0 0.0 0.20
H -0.741568 -1.866403 -1.650328 0.0 0.0 0.0 0.20
H 0.499561 -2.823690 -2.386710 0.0 0.0 0.0 0.18
H 0.170356 -4.625739 -0.940557 0.0 0.0 0.0 0.20
H -0.203016 -3.589274 0.420838 0.0 0.0 0.0 0.21
C 1.823803 0.165966 -3.376504 0.0 0.0 0.0 -0.59
C 1.599112 1.506440 -4.081360 0.0 0.0 0.0 -0.26
C 0.809142 1.294286 -5.368353 0.0 0.0 0.0 -0.61
C 0.951951 2.477248 -3.114178 0.0 0.0 0.0 0.09
C 1.718119 3.003593 -2.076843 0.0 0.0 0.0 -0.22
C 1.153526 3.811241 -1.103946 0.0 0.0 0.0 -0.23
C -0.203563 4.125320 -1.131502 0.0 0.0 0.0 -0.02
C -0.826097 4.988386 -0.068265 0.0 0.0 0.0 -0.63
C -0.966722 3.603221 -2.168000 0.1 0.0 -0.1 -0.20
C -0.398636 2.798843 -3.150395 -0.1 0.0 0.1 -0.24
H 2.361154 -0.530814 -4.025488 0.0 0.0 0.0 0.19
H 0.859178 -0.273445 -3.121379 -0.1 -0.1 0.0 0.23
H 2.368231 0.275673 -2.436096 0.0 0.0 0.0 0.23
H 2.577737 1.930345 -4.342880 0.0 0.0 0.0 0.18
H -0.146363 0.807467 -5.163404 0.0 0.0 0.0 0.24
H 1.369994 0.642485 -6.041786 0.0 0.0 0.0 0.20
H 0.615236 2.238869 -5.883936 0.0 0.0 0.0 0.19
H 2.767236 2.733882 -2.006038 0.0 0.0 0.0 0.21
H 1.771133 4.184904 -0.292598 0.0 0.0 0.0 0.20
H -0.716884 6.049796 -0.310040 0.0 0.0 0.0 0.20
H -0.356634 4.815277 0.901809 0.0 0.0 0.0 0.21
H -1.889366 4.768579 0.039440 0.0 0.0 0.0 0.23
H -2.033485 3.796051 -2.190890 0.0 0.0 0.0 0.21
H -1.038619 2.376530 -3.913815 0.0 0.0 0.0 0.23
Br -5.713021 4.715506 2.045688 0.0 0.0 0.0 -0.04
C -4.275096 3.553887 1.532407 0.0 0.0 0.0 -0.09
C -4.269466 3.003533 0.263585 0.0 0.0 0.0 -0.30
C -3.206890 2.180131 -0.097860 0.0 0.0 0.0 -0.17
C -2.148314 1.873365 0.768193 0.0 0.0 0.0 -0.58
C -2.228191 2.445700 2.041721 0.0 0.0 0.0 -0.24
C -3.268349 3.284349 2.438427 0.0 0.0 0.0 -0.27
H -5.075782 3.212878 -0.428368 0.0 0.0 0.0 0.21
H -3.220039 1.761531 -1.101776 0.0 0.0 0.0 0.22
H -1.457399 2.234941 2.778920 0.0 0.0 0.0 0.19
H -3.296470 3.715656 3.431861 0.0 0.0 0.0 0.20
S -2.772796 0.028367 -3.387251 0.0 -0.1 0.0 -0.44
C -3.301915 -1.526348 -3.686281 0.0 0.1 0.0 0.08
N -3.660354 -2.617492 -3.884433 0.0 -0.1 0.0 -0.57
```
Forces are in eV/Å.

E	-135317.2769	eV
orbital gap	5.27	eV
total charge	-2
2S+1	1
relative energy (zero: lowest compared OMol25 entry of this formula, charge and spin)	0.0	kcal per mole
E_HOMO	-1.409	eV